This record from OMol25 describes a molecular structure, C43H46N4O3 at a distorted geometry. The level of theory is wB97M-V/def2-TZVPD.

Results
Energy above the lowest of the compared OMol25 structures with the same formula, charge and spin   52.43 kcal per mole
Kohn-Sham gap   5.830 eV
E_tot   -57435.9355 eV
Total charge   0

Geometry as XYZ:
```
96
Properties=species:S:1:pos:R:3:forces:R:3
C 0.72481 4.03268 3.05106 -0.22 0.07 0.11
N 0.48032 2.70660 2.55641 0.57 -0.36 0.04
C 1.51425 1.84582 2.31562 0.83 0.25 -0.17
O 2.71038 2.11627 2.38633 -1.25 -0.14 -0.02
C 0.91848 0.50740 1.91063 -0.58 0.08 -0.28
C 1.39998 -0.66173 2.80986 -0.36 0.02 0.12
C 2.83786 -0.95600 2.55747 0.87 -0.43 -0.56
C 3.42256 -1.42937 1.38676 -0.54 0.75 1.52
N 4.79434 -1.34309 1.50034 0.22 -0.23 0.11
C 5.12493 -0.85491 2.75922 -0.48 0.31 -0.21
C 6.36562 -0.48318 3.26693 0.15 0.11 0.74
C 6.39214 0.11700 4.53723 -0.12 -0.23 -0.51
C 5.19930 0.37826 5.24142 -0.64 -0.25 -0.13
C 3.95356 0.01549 4.71112 0.51 0.04 0.18
C 3.91167 -0.60927 3.46501 0.45 -0.08 -1.14
N -0.51772 0.80210 1.95368 1.21 0.68 0.31
C -1.39407 -0.13070 1.53400 -3.46 -0.68 -0.36
C -2.78607 -0.10804 1.58694 4.50 1.57 -0.07
C -3.60891 -1.23407 1.27407 -0.63 -3.57 0.44
C -4.99151 -1.21433 1.75230 -0.07 -0.61 0.44
C -5.77630 -2.38838 1.83697 -0.20 0.38 0.02
C -7.00894 -2.37155 2.46810 -0.10 0.30 -0.08
C -7.48270 -1.21843 3.08863 0.15 0.04 0.21
C -6.73066 -0.04483 2.98161 -0.30 -0.19 -0.52
C -5.57900 -0.00359 2.21006 0.34 -0.47 0.07
C -0.84004 2.09367 2.56507 -0.05 -0.55 -0.02
C -1.36568 1.91000 4.00061 0.09 0.17 0.03
C -1.82703 2.95846 1.76962 0.26 0.06 -0.13
H 1.75853 4.28755 2.82301 -0.08 0.01 0.08
H 0.04459 4.72274 2.55195 0.15 0.17 0.08
H 0.55526 4.07906 4.13282 0.11 0.14 -0.07
H 1.20519 0.27620 0.86602 0.04 0.13 0.38
H 1.27248 -0.37410 3.87009 -0.09 -0.20 -0.40
H 0.78011 -1.55823 2.62394 0.07 0.46 0.06
H 2.92388 -1.77996 0.49525 0.22 0.02 -0.05
H 5.45330 -1.59585 0.77167 -0.31 0.11 0.45
H 7.27125 -0.66033 2.68496 -0.14 0.10 0.27
H 7.34418 0.39513 4.99628 -0.29 -0.06 -0.27
H 5.23699 0.87771 6.21280 0.06 -0.20 -0.32
H 3.00862 0.20961 5.22216 0.40 0.12 0.06
H -0.93383 -1.01827 1.11186 0.18 0.06 -0.14
H -3.20324 0.72652 2.15614 -0.22 -0.69 -0.56
H -2.85715 -2.11529 1.53836 -1.25 1.38 3.05
H -5.45762 -3.33627 1.39529 -0.09 0.40 0.51
H -7.58239 -3.28671 2.46498 -0.18 -0.04 0.15
H -8.42204 -1.22555 3.63946 0.25 -0.01 -0.09
H -7.05055 0.86728 3.46720 -0.25 0.04 -0.12
H -5.12634 0.96494 1.96782 -0.06 -0.51 0.40
H -0.57029 1.51307 4.64944 -0.27 0.10 -0.18
H -1.69222 2.89079 4.37250 0.03 -0.32 0.17
H -2.21871 1.21758 4.01311 0.24 0.22 0.02
H -1.43613 3.16150 0.76226 -0.15 -0.08 0.28
H -2.80909 2.48901 1.68743 0.23 0.19 -0.02
H -1.94171 3.90215 2.31871 -0.08 -0.16 -0.28
C -1.91833 -6.02600 3.03970 0.24 -0.11 0.05
C -3.28133 -5.53582 2.58198 0.09 0.20 0.41
C -3.86627 -6.35900 1.44920 0.06 -0.21 -0.31
C -4.25679 -5.37098 3.73570 -0.28 0.17 0.24
O -3.08581 -4.14408 2.11067 -0.05 -0.52 -1.51
C -2.69385 -3.98287 0.81530 2.57 -0.91 0.68
C -3.33236 -2.60900 0.36419 -2.09 0.94 -4.20
N -2.73003 -2.16787 -0.84171 0.72 -2.96 -2.72
C -3.03212 -2.86531 -1.93381 0.69 0.77 0.66
C -1.92513 -3.22424 -2.87858 0.99 0.31 -1.16
C -2.04368 -3.42908 -4.28732 -0.11 0.24 0.39
C -0.95571 -3.85387 -5.06208 0.04 0.17 0.22
C 0.29137 -4.08244 -4.46328 -0.18 0.07 0.59
C 0.43648 -3.90708 -3.07969 -0.39 0.22 -0.15
C -0.65929 -3.47207 -2.32195 0.09 0.01 0.23
C -4.36314 -3.43297 -2.34069 -1.00 -0.76 0.38
C -4.48935 -4.65668 -3.05535 0.27 0.35 0.06
C -5.72922 -5.12683 -3.49613 0.04 0.28 0.25
C -6.90388 -4.44103 -3.15610 0.50 -0.10 0.18
C -6.81142 -3.28675 -2.37416 -0.02 0.08 -0.08
C -5.56358 -2.76471 -2.01397 0.36 -0.16 -0.09
O -1.96127 -4.76661 0.17201 -2.76 2.87 1.55
H -1.63761 -5.50891 3.97435 -0.02 -0.31 -0.39
H -1.93358 -7.11870 3.20116 0.06 0.47 0.01
H -1.18795 -5.77793 2.25419 -0.16 -0.31 0.37
H -4.67997 -5.79141 0.95238 0.33 -0.40 0.21
H -3.06128 -6.56288 0.72460 -0.67 -0.14 0.20
H -4.27055 -7.30490 1.83997 0.12 0.33 -0.12
H -5.14067 -4.80574 3.40639 0.20 -0.22 0.07
H -4.59104 -6.34381 4.12774 0.23 0.26 -0.16
H -3.79069 -4.80073 4.55265 -0.13 -0.18 -0.23
H -4.36552 -3.03227 0.17479 0.84 0.66 0.34
H -2.99954 -3.22435 -4.78510 0.40 -0.11 0.23
H -1.05250 -3.98784 -6.14939 -0.10 0.11 0.61
H 1.14948 -4.39192 -5.05682 -0.24 0.01 0.04
H 1.39257 -4.09112 -2.56849 -0.48 0.07 -0.39
H -0.56371 -3.34358 -1.24320 0.04 -0.06 -0.39
H -3.58790 -5.23109 -3.29473 -0.39 0.24 0.14
H -5.77571 -6.03978 -4.09541 0.01 0.30 0.25
H -7.86991 -4.83104 -3.48301 0.27 0.20 0.16
H -7.72735 -2.78583 -2.04557 0.40 -0.05 -0.21
H -5.48313 -1.80901 -1.49430 -0.17 -0.22 0.01
```
Positions in Å, forces in eV/Å.